{
  "formula": "C24H34CrFO21",
  "method": "wB97M-V/def2-TZVPD",
  "species": ["Cr", "O", "C", "O", "O", "H", "C", "C", "C", "O", "C", "O", "O", "H", "H", "H", "H", "H", "H", "C", "C", "C", "O", "C", "O", "O", "H", "H", "H", "H", "H", "H", "C", "C", "C", "O", "C", "O", "O", "H", "H", "H", "H", "H", "H", "C", "C", "C", "O", "C", "O", "O", "H", "H", "H", "H", "H", "H", "C", "C", "C", "O", "C", "O", "O", "H", "H", "H", "H", "H", "H", "C", "C", "O", "C", "O", "O", "F", "H", "H", "H"],
  "coordinates": [[10.782, 0.743, -16.141], [9.440, -1.813, -18.899], [9.697, -0.917, -17.993], [10.391, 0.013, -18.131], [9.255, -1.013, -16.864], [8.888, -2.185, -18.207], [5.529, 2.030, -12.351], [6.098, 2.591, -13.626], [7.099, 3.743, -13.581], [7.933, 3.441, -14.631], [7.925, 2.143, -14.780], [8.747, 1.533, -15.456], [6.960, 1.570, -14.105], [4.920, 2.754, -11.810], [6.358, 1.619, -11.774], [4.896, 1.217, -12.707], [5.268, 2.665, -14.328], [7.690, 3.783, -12.666], [6.464, 4.612, -13.748], [14.506, -4.870, -16.043], [13.795, -3.914, -15.048], [14.646, -2.782, -14.414], [13.865, -1.637, -14.690], [12.927, -1.955, -15.560], [12.182, -1.041, -16.072], [12.862, -3.214, -15.742], [14.804, -4.321, -16.936], [13.820, -5.596, -16.477], [15.453, -5.329, -15.757], [13.289, -4.387, -14.206], [15.567, -2.709, -14.991], [14.975, -2.848, -13.377], [11.275, 6.295, -12.646], [11.634, 5.636, -13.910], [13.083, 5.307, -13.969], [13.123, 3.898, -14.373], [11.904, 3.436, -14.421], [11.591, 2.279, -14.758], [10.989, 4.377, -13.976], [10.214, 6.143, -12.451], [11.634, 7.323, -12.706], [11.799, 5.889, -11.781], [11.342, 6.260, -14.754], [13.652, 5.452, -13.051], [13.491, 5.874, -14.805], [11.020, -2.362, -10.239], [10.085, -2.006, -11.373], [9.183, -0.796, -11.127], [9.246, -0.137, -12.369], [10.231, -0.635, -13.118], [10.613, -0.013, -14.116], [10.676, -1.813, -12.604], [10.456, -2.648, -9.351], [11.657, -1.510, -10.000], [11.639, -3.183, -10.602], [9.386, -2.840, -11.432], [9.467, -0.136, -10.308], [8.180, -1.118, -10.849], [16.591, 4.647, -17.317], [15.699, 3.653, -18.144], [16.270, 2.319, -18.371], [15.174, 1.404, -18.253], [14.175, 2.003, -17.564], [13.169, 1.462, -17.260], [14.470, 3.354, -17.450], [17.629, 4.627, -17.649], [16.483, 4.298, -16.290], [16.266, 5.687, -17.334], [15.442, 4.018, -19.138], [17.016, 1.983, -17.651], [16.745, 2.313, -19.352], [11.985, 5.597, -18.397], [10.705, 5.608, -19.208], [10.271, 4.230, -19.015], [10.855, 3.748, -17.905], [10.591, 2.694, -17.293], [11.652, 4.665, -17.378], [10.912, 5.745, -20.520], [12.270, 6.557, -17.968], [12.853, 5.270, -18.970], [9.998, 6.379, -18.901]],
  "atomic_forces_ev_per_a": [[-0.13, 0.11, -2.02], [-0.66, -0.93, -0.88], [-0.25, -0.17, 1.80], [6.25, 6.91, -3.30], [-3.50, -3.10, 4.21], [-1.46, -2.51, -0.58], [-0.09, 0.07, -0.29], [0.15, -0.61, 1.11], [-2.68, 0.53, 1.06], [0.94, 1.24, -1.14], [3.08, -2.40, -2.43], [-1.82, 1.10, 1.19], [-0.30, -1.23, -0.36], [0.13, -0.08, 0.12], [-0.22, 0.14, 0.32], [-0.12, -0.16, 0.51], [0.24, 0.71, -0.36], [-0.26, 0.12, 0.21], [0.87, 0.62, -0.04], [-0.07, 0.55, -0.39], [2.36, -1.62, 1.80], [1.31, -0.60, -1.22], [0.53, 0.70, 0.79], [-3.40, 6.74, -1.41], [3.06, -4.45, 1.72], [-2.68, -0.80, -2.52], [-0.09, 0.64, 0.08], [-0.06, -0.25, 0.57], [-0.35, -0.17, 0.74], [-0.10, -0.71, -0.28], [0.21, 0.23, -0.09], [-0.76, -0.09, 0.08], [-0.09, 0.38, 1.17], [-0.14, -0.02, 0.57], [0.96, -0.41, -1.18], [0.38, 0.49, 0.23], [-2.32, -1.82, -0.35], [1.00, 2.99, 1.23], [0.65, -2.20, -1.13], [-0.11, 0.72, -0.06], [-0.61, 0.36, 0.06], [0.07, -0.37, -0.06], [-0.16, -0.14, -0.32], [-0.11, -0.20, -0.13], [0.66, 0.10, -0.01], [0.54, 0.49, -0.73], [-1.96, -1.26, 2.51], [0.03, -0.33, 0.65], [-0.36, 0.59, -0.05], [0.55, 2.03, -2.58], [-0.73, -3.12, 3.69], [1.01, 1.46, -1.74], [0.01, -0.08, -0.12], [0.14, -0.04, 0.11], [0.09, -0.10, 0.40], [0.12, -0.35, -0.52], [0.59, 0.19, -0.19], [-0.20, 0.08, -0.59], [-1.08, -0.91, -0.38], [-0.17, 1.68, 0.59], [1.28, -1.50, 0.11], [0.19, 0.03, -0.15], [0.58, 1.26, -1.31], [-0.01, 0.12, 0.57], [-0.42, -0.70, 0.45], [0.00, -0.23, 0.02], [0.40, 0.06, 0.10], [-0.30, -0.15, -0.24], [-0.26, 0.58, 0.15], [0.11, 0.28, 0.22], [-0.26, -0.57, -0.11], [0.15, 0.83, -0.13], [0.84, -0.93, 0.29], [-0.52, 0.11, 0.13], [-1.48, -2.49, 2.68], [0.42, 3.25, -2.77], [1.07, -0.07, 0.32], [0.21, 0.21, -0.81], [-0.31, 0.04, 0.38], [-0.15, -0.36, -0.20], [-0.43, -0.52, 0.21]],
  "mulliken_charge": [1.17, -0.53, 0.86, -0.71, -0.78, 0.36, -1.34, 0.35, -0.70, -0.11, 0.88, -1.23, -0.26, 0.39, 0.19, 0.36, 0.32, 0.34, 0.33, -1.38, 0.31, -0.53, -0.25, 0.42, -0.50, -0.25, 0.38, 0.34, 0.36, 0.31, 0.28, 0.37, -1.51, 0.19, -1.22, -0.08, 3.61, -1.65, 0.09, 0.22, 0.67, 0.35, -0.58, 0.26, 0.66, -1.54, 0.61, -0.74, -0.19, -0.13, 0.41, -0.21, 0.41, 0.38, 0.34, 0.24, 0.31, 0.32, -1.87, 0.12, -0.65, -0.37, 0.02, -0.10, -0.02, 0.35, 0.34, 0.50, 0.32, 0.31, 0.36, -2.16, -0.03, -0.50, -0.14, 0.47, 1.45, -0.24, 0.26, 0.12, 0.50],
  "e_tot_ha": -3659.2152,
  "spin_multiplicity": 6,
  "s_squared": 8.756,
  "mol_weight_g_mol": 729.509
}

---

{
  "formula": "C25H30FIN4O4PtS",
  "method": "wB97M-V/def2-TZVPD",
  "species": ["Pt", "C", "C", "N", "C", "C", "C", "O", "O", "C", "O", "C", "C", "C", "F", "C", "C", "C", "N", "C", "C", "N", "C", "C", "H", "H", "H", "H", "H", "H", "H", "H", "H", "H", "H", "H", "H", "H", "H", "H", "H", "H", "O", "S", "C", "C", "C", "C", "H", "H", "H", "H", "H", "H", "H", "H", "I", "C", "C", "C", "C", "N", "C", "H", "H", "H", "H"],
  "coordinates": [[-0.298, 0.347, -0.022], [-0.844, -6.530, -4.002], [-0.394, -6.558, -2.545], [0.047, -5.236, -2.110], [-0.856, -4.436, -1.550], [-0.611, -3.146, -1.133], [-1.808, -2.393, -0.510], [-2.770, -3.075, -0.266], [-1.684, -1.139, -0.357], [0.679, -2.554, -1.252], [1.031, -1.416, -0.874], [1.652, -3.448, -1.901], [2.948, -2.977, -2.151], [3.886, -3.756, -2.773], [5.094, -3.221, -2.970], [3.613, -5.097, -3.179], [2.308, -5.548, -2.931], [1.325, -4.765, -2.317], [4.545, -5.887, -3.789], [5.749, -5.343, -4.393], [6.586, -6.404, -5.101], [5.760, -7.250, -6.005], [4.556, -7.815, -5.310], [4.480, -7.326, -3.859], [-1.147, -7.530, -4.295], [-0.062, -6.183, -4.674], [-1.707, -5.881, -4.120], [0.407, -7.277, -2.375], [-1.234, -6.860, -1.916], [-1.853, -4.837, -1.404], [3.217, -1.980, -1.837], [2.038, -6.530, -3.272], [6.396, -4.882, -3.635], [5.465, -4.544, -5.087], [7.093, -7.049, -4.378], [7.359, -5.897, -5.682], [6.353, -8.012, -6.363], [5.470, -6.704, -6.829], [4.601, -8.907, -5.309], [3.656, -7.520, -5.854], [5.315, -7.745, -3.285], [3.572, -7.715, -3.407], [0.938, 2.016, -0.420], [1.814, 2.724, -1.458], [2.923, 3.757, -0.408], [2.583, 5.199, -0.729], [1.081, 5.260, -1.010], [0.779, 4.146, -1.994], [3.953, 3.491, -0.633], [2.702, 3.482, 0.624], [3.150, 5.551, -1.593], [2.843, 5.841, 0.114], [0.810, 6.227, -1.437], [0.512, 5.126, -0.087], [1.079, 4.397, -3.012], [-0.258, 3.814, -1.990], [-5.876, 1.769, 2.056], [-3.776, 2.013, 2.287], [-3.253, 2.830, 3.290], [-1.875, 2.921, 3.406], [-1.070, 2.201, 2.532], [-1.586, 1.435, 1.569], [-2.902, 1.332, 1.435], [-3.901, 3.376, 3.964], [-1.434, 3.540, 4.175], [0.009, 2.234, 2.609], [-3.279, 0.694, 0.643]],
  "atomic_forces_ev_per_a": [[0.46, -0.99, -0.31], [0.02, -0.17, 0.24], [-0.22, -0.52, -0.60], [0.45, -0.11, 0.05], [-0.09, 1.04, 0.48], [-0.30, 0.83, 0.33], [1.18, -2.61, -1.07], [-0.60, 0.47, 0.36], [-0.43, 2.66, 0.90], [-0.77, -0.25, 0.11], [0.25, 0.04, -0.28], [0.85, 0.26, -0.17], [0.19, -0.28, -0.10], [0.15, 1.23, 0.27], [-0.27, -0.32, 0.00], [0.28, -0.44, -0.35], [-0.91, -0.19, 0.33], [0.42, -0.65, -0.34], [-0.54, 0.70, 0.62], [0.73, 0.55, -0.32], [0.44, 0.50, 0.50], [0.24, -0.10, -0.55], [-0.76, -0.34, 0.46], [-0.19, -0.82, -0.15], [-0.01, -0.10, -0.12], [0.09, 0.01, -0.07], [-0.07, 0.10, -0.02], [-0.06, 0.00, 0.10], [0.21, 0.09, 0.07], [0.03, 0.03, 0.01], [0.02, 0.08, 0.02], [-0.10, -0.09, -0.03], [-0.10, -0.12, -0.16], [0.04, -0.09, 0.07], [-0.10, -0.05, -0.24], [-0.10, -0.13, -0.01], [-0.16, 0.14, -0.05], [0.12, -0.19, 0.18], [0.11, 0.17, -0.09], [0.21, 0.02, -0.08], [-0.14, 0.14, 0.07], [0.09, 0.02, -0.05], [-1.13, -0.73, 1.19], [0.28, 0.55, -0.58], [-0.02, -0.19, -0.35], [-0.22, 0.39, 0.15], [0.16, 0.36, 0.00], [0.34, -0.19, 0.22], [0.00, -0.09, -0.02], [-0.15, -0.10, -0.07], [-0.03, -0.04, 0.00], [0.09, -0.04, -0.08], [-0.08, -0.06, 0.07], [0.02, -0.01, -0.04], [0.06, -0.07, 0.00], [0.06, -0.17, -0.09], [1.58, 0.17, 0.17], [-1.00, -0.10, -0.02], [-0.03, 0.22, 0.27], [-0.25, 0.01, 0.07], [-0.15, 0.25, 0.30], [0.04, -0.29, -0.88], [-0.39, -0.29, -0.31], [0.04, 0.01, 0.01], [0.03, -0.01, 0.01], [-0.01, 0.02, -0.05], [0.12, -0.07, -0.01]],
  "mulliken_charge": [1.27, -0.99, -0.99, 0.08, 0.22, -0.57, 0.30, -0.61, -0.60, 1.49, -1.04, 0.66, -0.89, 0.60, -0.29, -0.06, -0.32, -0.46, 0.19, -0.40, -1.24, 0.00, -0.69, -0.69, 0.39, 0.32, 0.36, 0.46, 0.46, 0.56, 0.59, 0.40, 0.44, 0.51, 0.45, 0.46, 0.39, 0.40, 0.44, 0.37, 0.31, 0.41, -0.55, 0.25, -0.55, -0.65, -0.51, -0.64, 0.39, 0.33, 0.33, 0.34, 0.38, 0.25, 0.43, 0.35, 0.69, -0.39, 0.03, -0.87, 0.02, -0.38, 0.26, 0.46, 0.43, 0.50, 0.41],
  "e_tot_ha": -2404.1439,
  "spin_multiplicity": 5,
  "charge": 4,
  "s_squared": 6.051,
  "mol_weight_g_mol": 823.586
}

---

{
  "formula": "C32H18BrF10N3O4PS2V",
  "method": "wB97M-V/def2-TZVPD",
  "species": ["V", "F", "C", "F", "F", "S", "O", "O", "N", "S", "O", "O", "C", "F", "F", "F", "C", "C", "N", "C", "C", "C", "C", "C", "C", "C", "C", "C", "N", "C", "H", "H", "H", "H", "H", "H", "H", "H", "F", "C", "C", "F", "C", "F", "C", "P", "C", "C", "C", "C", "C", "C", "C", "C", "C", "C", "C", "C", "C", "Br", "C", "F", "H", "H", "H", "H", "H", "H", "H", "H", "H", "H"],
  "coordinates": [[-0.130, 0.404, 0.470], [4.629, -1.338, 1.081], [4.476, -0.043, 0.854], [5.522, 0.433, 0.210], [4.318, 0.594, 2.007], [2.973, 0.142, -0.194], [1.879, -0.296, 0.700], [3.175, -0.627, -1.375], [2.973, 1.705, -0.400], [1.780, 2.405, -1.119], [0.646, 1.467, -1.268], [2.101, 3.233, -2.218], [1.168, 3.511, 0.208], [0.055, 4.113, -0.186], [2.061, 4.396, 0.583], [0.861, 2.709, 1.265], [-0.017, -0.091, 4.851], [0.203, -0.301, 3.487], [-0.479, 0.335, 2.550], [-1.416, 1.242, 2.922], [-1.683, 1.538, 4.261], [-0.957, 0.831, 5.237], [-2.675, 2.518, 4.597], [-3.359, 3.164, 3.632], [-3.103, 2.888, 2.248], [-3.796, 3.533, 1.207], [-3.499, 3.234, -0.098], [-2.494, 2.299, -0.363], [-1.838, 1.669, 0.596], [-2.141, 1.942, 1.890], [0.563, -0.645, 5.575], [0.956, -0.998, 3.140], [-1.142, 1.026, 6.286], [-2.860, 2.725, 5.644], [-4.109, 3.904, 3.882], [-4.557, 4.266, 1.447], [-4.009, 3.714, -0.921], [-2.210, 2.059, -1.379], [-0.855, -7.347, -0.252], [-1.084, -6.048, -0.205], [-2.281, -5.570, 0.288], [-3.214, -6.412, 0.708], [-2.509, -4.204, 0.328], [-3.715, -3.832, 0.765], [-1.555, -3.277, -0.084], [-1.821, -1.460, -0.045], [-3.089, -1.189, 1.235], [-4.167, -0.333, 1.037], [-5.015, -0.021, 2.093], [-4.795, -0.561, 3.351], [-3.723, -1.421, 3.554], [-2.872, -1.725, 2.504], [-2.619, -1.169, -1.650], [-3.856, -1.728, -1.981], [-4.393, -1.523, -3.240], [-3.698, -0.772, -4.183], [-2.463, -0.229, -3.868], [-1.923, -0.430, -2.603], [-0.366, -3.791, -0.618], [0.953, -2.682, -1.361], [-0.134, -5.151, -0.668], [0.994, -5.639, -1.169], [-4.353, 0.101, 0.063], [-5.856, 0.641, 1.924], [-5.464, -0.322, 4.169], [-3.553, -1.861, 4.529], [-2.040, -2.400, 2.678], [-4.401, -2.319, -1.255], [-5.353, -1.955, -3.492], [-4.119, -0.621, -5.169], [-1.910, 0.340, -4.604], [-0.946, -0.019, -2.377]],
  "atomic_forces_ev_per_a": [[0.32, -0.19, -0.23], [0.04, -0.07, 0.06], [-0.07, 0.04, -0.03], [0.04, 0.01, 0.03], [0.00, 0.03, 0.00], [0.00, 0.05, 0.13], [0.00, 0.18, -0.10], [-0.03, -0.06, -0.04], [0.13, 0.02, -0.11], [-0.04, -0.29, 0.01], [-0.13, 0.11, 0.04], [0.01, -0.02, -0.09], [0.09, -0.05, -0.10], [-0.02, 0.09, 0.07], [-0.06, -0.04, 0.06], [-0.06, 0.01, 0.12], [0.00, -0.01, -0.03], [0.00, -0.05, -0.02], [-0.04, 0.16, 0.03], [-0.13, 0.17, 0.06], [0.00, -0.15, 0.10], [0.01, 0.01, 0.01], [-0.01, 0.00, 0.02], [-0.01, -0.01, -0.01], [-0.08, 0.03, -0.06], [-0.01, 0.02, 0.01], [0.03, -0.03, -0.02], [0.00, 0.02, -0.01], [0.11, 0.05, 0.11], [0.01, 0.10, 0.12], [-0.01, 0.01, 0.00], [0.01, -0.01, -0.01], [0.00, 0.00, -0.02], [0.00, 0.00, -0.01], [0.02, -0.02, -0.01], [0.01, -0.01, 0.00], [0.01, -0.01, 0.02], [0.01, -0.01, -0.01], [0.00, -0.04, 0.00], [0.03, 0.01, 0.00], [0.00, 0.01, 0.00], [-0.01, -0.02, 0.00], [0.03, 0.04, -0.01], [-0.02, 0.07, -0.03], [-0.04, 0.00, 0.06], [-0.13, -0.02, -0.15], [0.00, -0.04, 0.03], [-0.04, -0.06, 0.00], [-0.01, -0.02, -0.02], [-0.02, 0.03, -0.01], [0.03, 0.00, 0.01], [-0.02, -0.02, 0.08], [0.02, 0.00, -0.01], [0.00, 0.01, 0.04], [-0.01, 0.01, -0.02], [-0.02, -0.01, -0.01], [0.02, 0.00, 0.03], [-0.03, 0.03, -0.06], [-0.01, 0.02, -0.01], [0.02, 0.03, 0.00], [0.01, -0.08, -0.01], [0.00, 0.01, 0.00], [0.00, -0.05, -0.03], [0.01, -0.01, 0.01], [0.02, -0.01, -0.02], [-0.01, 0.01, -0.03], [0.01, 0.01, -0.03], [0.00, 0.00, 0.03], [0.02, 0.01, 0.01], [0.00, 0.00, 0.01], [-0.02, -0.01, 0.02], [0.03, 0.00, 0.03]],
  "mulliken_charge": [0.89, -0.18, 0.52, -0.19, -0.19, 0.96, -0.54, -0.66, -0.55, 1.06, -0.64, -0.67, 0.68, -0.22, -0.21, -0.26, -1.10, -0.71, 0.67, 0.33, 1.00, -0.85, -1.03, -1.11, 1.33, -1.03, -1.24, -0.85, 1.35, -0.11, 0.50, 0.55, 0.51, 0.47, 0.47, 0.50, 0.55, 0.66, -0.27, 0.55, 0.30, -0.28, -0.03, -0.40, 0.46, 1.07, 0.77, -0.63, -0.85, -0.66, -1.00, -0.61, 1.04, -0.35, -0.79, -0.62, -0.71, -0.81, -0.25, -0.06, 0.31, -0.32, 0.51, 0.47, 0.45, 0.52, 0.53, 0.44, 0.45, 0.42, 0.50, 0.19],
  "e_tot_ha": -7349.7603,
  "spin_multiplicity": 4,
  "charge": 1,
  "relative_energy_kcal_mol": 0.00,
  "s_squared": 3.760,
  "mol_weight_g_mol": 924.449
}